1.
This record from the Open Molecules 2025 dataset describes 2 unconnected molecules or ions with the total composition C19H26IO7P. The level of theory is ωB97M-V with the def2-TZVPD basis set.

Computed properties:
max |F|	0.51	eV Å⁻¹
E_HOMO	-9.072	eV
multiplicity	1
net charge	0
structure (SMILES)	CCC(=O)OCCC1=C(P(C)C)C(=O)C(CCCI)=CC1=O.O=C1OCCO1

Cartesian coordinates (Å):
C 5.475 -3.144 1.105
C 5.000 -1.731 0.808
C 4.485 -1.001 2.018
O 4.303 -1.482 3.098
O 4.238 0.325 1.761
C 2.859 0.719 1.853
C 2.411 1.305 0.509
C 0.987 0.985 0.139
C -0.119 1.340 0.815
P 0.019 2.248 2.416
C -0.279 0.820 3.565
C -1.580 3.118 2.634
C -1.427 0.979 0.185
O -2.399 1.695 0.228
C -1.482 -0.313 -0.589
C -2.767 -1.073 -0.549
C -2.875 -1.866 0.759
C -4.221 -2.566 0.892
I -5.700 -1.298 1.771
C -0.379 -0.650 -1.248
C 0.792 0.255 -1.164
O 1.534 0.441 -2.103
H 6.017 -3.553 0.253
H 4.636 -3.798 1.340
H 6.138 -3.144 1.971
H 5.796 -1.115 0.383
H 4.186 -1.724 0.073
H 2.250 -0.146 2.130
H 2.772 1.453 2.654
H 2.567 2.387 0.495
H 3.066 0.894 -0.260
H -1.344 0.708 3.780
H 0.259 0.983 4.499
H 0.071 -0.114 3.126
H -1.589 3.450 3.675
H -1.640 3.985 1.978
H -2.442 2.477 2.459
H -2.864 -1.726 -1.419
H -3.587 -0.350 -0.573
H -2.752 -1.168 1.592
H -2.068 -2.600 0.836
H -4.171 -3.434 1.542
H -4.622 -2.864 -0.074
H -0.322 -1.532 -1.877
O -3.795 -0.404 -5.823
C -2.965 0.300 -5.350
O -1.948 -0.127 -4.562
C -1.034 0.958 -4.367
C -1.919 2.166 -4.614
O -2.897 1.642 -5.518
H -0.615 0.908 -3.370
H -0.228 0.876 -5.098
H -2.426 2.501 -3.708
H -1.404 3.004 -5.076

So, what does the natural (NBO) scheme give us? The charges, in e, come out as: -0.606 -0.517 0.815 -0.556 -0.552 -0.064 -0.489 -0.046 -0.294 0.781 -0.930 -0.927 0.493 -0.514 -0.018 -0.456 -0.420 -0.498 0.064 -0.240 0.505 -0.520 0.213 0.214 0.221 0.238 0.228 0.182 0.208 0.243 0.249 0.227 0.241 0.232 0.233 0.242 0.239 0.224 0.247 0.211 0.215 0.228 0.223 0.230 -0.569 0.967 -0.498 -0.099 -0.100 -0.490 0.208 0.188 0.187 0.205

=====

2.
This record from the Open Molecules 2025 dataset describes a single C19H26N2 molecule in a non-equilibrium geometry. The level of theory is ωB97M-V with the def2-TZVPD basis set.

Computed properties:
ΔE to the lowest compared entry with this formula, charge and spin	265.39	kJ/mol
max |F|	5.09	eV Å⁻¹
E_HOMO	-7.611	eV
multiplicity	1
net charge	0
structure (SMILES)	CC[C@@H]1CC[C@@]2(C)c3c(c4ccccc4n3C)CCN2C1

Cartesian coordinates (Å):
C 1.490 0.861 -5.283
C 0.403 -0.014 -4.551
C 0.518 -0.088 -3.112
C -0.516 -1.157 -2.640
C -0.428 -1.144 -1.062
C -0.672 0.125 -0.329
C -2.129 0.546 -0.386
C -0.361 -0.070 1.134
C 0.568 0.635 1.836
C 0.755 -0.040 3.095
C 1.637 0.303 4.168
C 1.443 -0.460 5.334
C 0.533 -1.528 5.479
C -0.333 -1.868 4.395
C -0.072 -1.147 3.187
N -0.849 -1.112 1.993
C -2.107 -1.820 2.008
C 1.222 1.853 1.232
C 0.454 2.380 0.026
N 0.180 1.207 -0.885
C 0.212 1.277 -2.310
H 1.523 0.809 -6.398
H 1.384 1.888 -4.878
H 2.411 0.369 -4.920
H -0.508 0.549 -4.788
H 0.428 -0.940 -5.015
H 1.505 -0.545 -2.912
H -0.225 -2.100 -3.014
H -1.474 -0.810 -3.051
H -1.183 -1.941 -0.692
H 0.579 -1.500 -0.838
H -2.456 1.092 -1.272
H -2.897 -0.317 -0.426
H -2.253 1.102 0.530
H 2.356 1.060 4.061
H 2.181 -0.404 6.170
H 0.681 -2.197 6.338
H -0.894 -2.843 4.342
H -2.845 -1.209 2.410
H -2.036 -2.762 2.589
H -2.432 -2.040 0.971
H 1.262 2.668 1.902
H 2.292 1.646 1.022
H -0.425 2.942 0.328
H 1.016 3.092 -0.480
H 0.925 2.062 -2.770
H -0.863 1.590 -2.540

So, what does the natural (NBO) scheme give us? The charges, in e, come out as: -0.606 -0.394 -0.220 -0.383 -0.382 0.074 -0.640 0.209 -0.083 -0.081 -0.174 -0.242 -0.216 -0.252 0.140 -0.378 -0.388 -0.412 -0.186 -0.479 -0.200 0.215 0.200 0.195 0.190 0.204 0.196 0.208 0.196 0.204 0.216 0.217 0.208 0.220 0.212 0.206 0.217 0.218 0.192 0.210 0.202 0.209 0.209 0.175 0.204 0.214 0.154